# 1
# C6H11NO

A 2-piece molecular cluster, C6H11NO overall (ωB97M-V/def2-TZVPD, the Open Molecules 2025 dataset).

XYZ file:
```
19
Properties=species:S:1:pos:R:3:forces:R:3
C -0.06526 -1.63743 2.91287 0.1733 -0.3118 0.1429
C -0.25377 -0.17053 2.73098 0.3062 -0.0922 -0.0588
C -0.84320 0.37089 1.68105 0.0370 0.2307 0.2181
O -0.95024 1.74790 1.56460 -0.2256 -0.1522 -0.0724
H -0.49067 -2.00672 3.84746 -0.1827 0.1912 0.0624
H -0.52798 -2.20754 2.10984 0.0622 -0.0204 -0.1197
H 0.99195 -1.90382 2.98101 0.0396 0.0308 -0.2069
H 0.19856 0.49566 3.45768 -0.2487 0.0410 0.1420
H -1.18840 -0.20757 0.82916 -0.2233 -0.0545 0.0878
H -1.87026 1.95224 1.35530 0.1820 0.0851 -0.0669
C 0.31100 1.24922 -1.53323 -0.0968 -0.3435 -0.2579
C 1.20575 0.36092 -1.96677 0.0283 0.2537 -0.0469
N 1.40248 0.04489 -3.31932 0.6465 0.3071 0.0026
C 0.39702 -0.29784 -3.99048 -0.4220 -0.0955 -0.2117
H -0.17286 1.90662 -2.24530 -0.3538 -0.2468 -0.0404
H 0.01050 1.30199 -0.50053 0.5592 0.5225 0.1517
H 1.95312 -0.08234 -1.31758 -0.3811 -0.3768 0.2030
H 0.49121 -0.52515 -5.04908 0.1217 0.0449 -0.0016
H -0.59893 -0.39138 -3.54765 -0.0221 -0.0134 0.0727
```
Forces are in eV/Å.

Calculated values
HOMO level: -9.0 eV
SMILES string: C/C=C/O.C=CN=C
HOMO-LUMO gap: 9.875 eV
Charge: 0
Energy relative to the best compared isomer or geometry (same formula, charge and spin): 71.6 kcal/mol


# 2
# C40H72AsClO3SSb2Se2Si3TeTi

C40H72AsClO3SSb2Se2Si3TeTi as an isolated structure (ωB97M-V/def2-TZVPD, the Open Molecules 2025 dataset).

XYZ file:
```
127
Properties=species:S:1:pos:R:3:forces:R:3
Ti -0.28352 0.18743 0.47010 0.2870 0.1289 1.4543
C 1.74248 -3.71617 2.87170 -0.0491 0.1715 -0.2239
Sb 2.11618 -2.93007 0.87240 0.6287 -0.7291 0.7173
C 2.14048 -4.95067 0.03390 0.1571 0.2025 0.0449
C 4.34288 -2.99817 1.42420 -0.4819 0.0154 0.3483
C 5.11008 -3.05517 0.19160 0.2431 0.0174 -0.4369
C 5.34238 -4.30067 -0.39420 0.1545 -0.1119 -0.0338
C 5.92098 -4.43127 -1.64060 0.0610 -0.1671 -0.0951
C 6.29958 -3.29627 -2.33820 0.1686 -0.0488 -0.2008
C 6.13488 -2.05627 -1.74670 0.0289 -0.0290 -0.1888
C 5.55408 -1.90197 -0.49310 0.1760 -0.4121 -0.0557
C 5.46858 -0.54737 0.08450 -0.4660 0.3599 0.2600
Sb 3.45028 0.36623 -0.03750 0.9420 0.8368 -0.6211
C 3.58788 0.36383 -2.22170 -0.0783 -0.0199 0.4943
C 4.31258 2.40643 0.07060 -0.0927 -0.4682 0.0885
H 2.34558 -4.60537 3.04220 0.1166 -0.1046 -0.0818
H 0.69308 -3.96797 2.98630 -0.1490 0.0048 0.0458
H 2.01068 -2.95437 3.59800 0.0232 0.1000 0.0777
H 2.50948 -5.66527 0.76440 0.0742 -0.1260 0.1591
H 2.80178 -4.95437 -0.82460 0.0948 -0.0489 -0.2219
H 1.14618 -5.24277 -0.28510 -0.2120 0.0769 -0.0329
H 4.46418 -3.89207 2.03190 0.0337 -0.0494 0.0912
H 4.52098 -2.10557 2.01890 -0.0539 0.0429 0.1225
H 5.05538 -5.18737 0.15910 -0.0713 -0.0055 -0.0200
H 6.07678 -5.41707 -2.06510 -0.0145 0.0123 -0.0117
H 6.74748 -3.37847 -3.32270 -0.0151 0.0190 0.0251
H 6.47168 -1.17007 -2.27110 0.0029 0.0639 -0.0295
H 6.13458 0.12993 -0.44320 0.0500 0.1312 -0.0484
H 5.72818 -0.53787 1.14070 0.0660 -0.0027 0.1586
H 4.51108 0.84743 -2.52260 0.2248 0.1046 -0.0533
H 2.73518 0.88183 -2.65360 -0.0576 0.0378 0.0265
H 3.58278 -0.66807 -2.56000 -0.0226 -0.1216 -0.0747
H 5.39648 2.36823 -0.01580 0.1631 -0.0481 -0.0125
H 4.04378 2.87443 1.01340 -0.0572 0.0637 0.1035
H 3.91328 3.01253 -0.73750 -0.1120 0.0087 -0.0745
O -1.91002 -2.21747 5.65910 -0.1545 -0.4994 -0.0189
C -1.59532 -0.85967 5.87170 0.1959 0.6426 0.1486
C -1.20572 -0.17787 4.54730 0.0497 0.0014 0.3032
C -0.79242 1.26803 4.86950 -0.4307 -0.0556 -0.4015
O 0.40938 1.36413 5.59240 0.5092 -0.1609 0.3402
C -0.04702 -0.98087 3.95850 0.2202 -0.1595 -0.4176
Se 1.12718 -0.07657 2.62600 -0.3310 -0.2266 0.1723
C -2.42502 -0.19527 3.63740 0.0722 -0.0118 -0.4711
Se -2.29462 0.84873 1.95990 -0.2734 0.1561 -0.1174
H -2.10152 -2.62057 6.51090 0.0364 0.0035 -0.1079
H -0.74862 -0.76097 6.56870 -0.1063 0.0324 -0.0852
H -2.46212 -0.33347 6.30440 0.0706 0.0250 -0.0498
H -1.56522 1.74873 5.47890 -0.0394 0.0055 -0.0422
H -0.70592 1.80963 3.92200 -0.1258 -0.0634 0.1621
H 1.09708 1.06823 4.97500 0.0544 0.1411 0.0080
H -0.44422 -1.87887 3.47450 0.1554 0.1071 0.1463
H 0.63118 -1.28797 4.75920 -0.0544 -0.0208 -0.0833
H -3.27962 0.24993 4.15410 0.0018 -0.0533 -0.0398
H -2.66822 -1.22357 3.35480 -0.0020 0.1260 0.1049
Cl 0.72978 -0.80307 -1.38310 -0.1004 -0.0431 -0.2322
C -5.36972 1.07673 -0.22820 0.6817 -0.3513 -0.2465
Si -4.67502 -0.32807 -1.33400 -1.4763 -0.1839 0.7136
C -5.78482 -0.23307 -2.92470 0.9275 -0.0592 0.3580
C -5.10652 -1.99687 -0.48810 0.5157 0.5810 -0.2718
As -2.29752 -0.11967 -1.46880 -0.9814 0.0766 -1.0640
Si -2.24652 2.04083 -2.38990 0.3337 1.7182 -0.7901
C -2.18092 3.31353 -0.96100 0.0583 -0.7742 -0.1306
C -0.68732 2.10183 -3.51480 -0.3660 -0.2395 0.6087
C -3.60412 2.79353 -3.54510 0.1818 -0.8134 0.4244
Si -1.97942 -1.41427 -3.48100 0.2913 -1.1363 -1.1608
C -2.98672 -0.83967 -5.03050 0.1325 0.0973 0.9409
C -0.23042 -1.63007 -4.26700 -0.4195 0.3363 0.7027
C -2.56212 -3.19927 -3.07290 0.1362 0.7999 0.2307
H -6.35672 0.84503 0.16230 -0.2301 -0.2197 -0.0735
H -5.43272 2.02143 -0.76110 0.0113 0.1837 -0.1931
H -4.70272 1.22053 0.62000 0.0429 0.0260 0.1000
H -6.80772 0.02423 -2.66440 -0.1211 0.0506 0.3204
H -5.81082 -1.17747 -3.45830 0.0602 -0.2144 -0.1137
H -5.41702 0.52943 -3.60350 0.0346 0.1515 -0.1843
H -6.15512 -2.06967 -0.21370 -0.2724 0.1762 -0.0405
H -4.51482 -2.10247 0.42010 0.1023 0.0161 0.0816
H -4.86762 -2.84797 -1.12200 0.0940 -0.0839 -0.1068
H -1.87542 2.81023 -0.04080 0.0431 0.1402 0.0515
H -3.15922 3.75123 -0.77630 -0.2306 -0.0288 -0.0568
H -1.47682 4.12103 -1.14260 0.1317 0.0687 -0.1498
H -0.91342 1.73193 -4.51230 -0.1460 -0.1146 -0.1593
H -0.28552 3.10663 -3.61610 -0.0802 0.1733 0.0596
H 0.09078 1.46603 -3.09680 0.1526 -0.0562 0.0289
H -4.55932 2.86433 -3.03730 -0.2763 0.0239 0.1427
H -3.75102 2.20733 -4.44620 -0.0375 -0.1554 -0.2192
H -3.31812 3.79643 -3.84830 0.2601 0.2004 0.0753
H -2.78952 0.20073 -5.25940 0.0649 0.3146 -0.0811
H -4.05192 -0.94827 -4.88190 -0.3223 0.0168 0.0572
H -2.71682 -1.42407 -5.90240 0.2451 -0.2787 -0.0981
H 0.25088 -0.67587 -4.45660 0.1038 0.2063 -0.0099
H -0.30112 -2.16177 -5.21180 -0.3359 -0.1088 -0.2036
H 0.42438 -2.19507 -3.61390 0.0658 -0.0803 0.1237
H -3.62212 -3.33447 -3.25530 -0.3333 0.0269 -0.0631
H -2.37262 -3.39417 -2.01700 0.0294 -0.0669 0.0705
H -2.02202 -3.94477 -3.64640 0.1936 -0.0461 -0.2424
C 0.87438 8.32423 1.07200 0.0029 -0.0993 -0.1171
C 0.99448 6.87413 0.70440 0.0184 -0.0949 0.1197
C 0.67868 5.86973 1.61380 0.0976 0.4259 -0.3603
C 0.70678 4.53613 1.27010 0.1650 -0.2511 -0.3382
C 0.40038 3.51463 2.30640 -0.1025 -0.0636 -0.1034
C 1.04608 4.13273 -0.05870 -0.1205 0.8871 0.7086
C 0.95848 2.79533 -0.49740 0.8623 -0.3242 -1.2016
O 0.45888 1.78053 0.13070 -1.0527 0.1709 -0.1277
C 1.46818 5.16423 -0.95720 -0.0977 -0.3922 0.0839
C 1.93838 4.86853 -2.35560 -0.0672 -0.0620 0.1245
C 1.41588 6.48353 -0.56320 -0.0577 0.1818 0.3148
H 0.70418 8.42953 2.14180 -0.0109 0.1003 0.0724
H 0.03518 8.78213 0.54320 -0.0494 0.1329 0.0434
H 1.77428 8.87873 0.80370 0.0615 0.1051 0.0210
H 0.40268 6.14003 2.62630 -0.0359 0.0032 0.0982
H 0.35478 3.96613 3.29580 -0.0012 0.0465 0.1022
H 1.16088 2.72873 2.30420 -0.1858 -0.0066 0.1442
H -0.56472 3.04283 2.09110 0.1504 -0.1284 0.2011
H 1.31148 2.58213 -1.51150 -0.0877 -0.0968 0.2208
H 1.11018 4.53353 -2.98340 0.0454 -0.0959 -0.0734
H 2.70618 4.09343 -2.37140 0.0025 -0.0815 -0.0618
H 2.35858 5.76993 -2.80300 -0.0031 0.0018 -0.0275
H 1.71698 7.24873 -1.26890 0.0412 0.0820 -0.1226
Te -1.16712 -2.73677 0.65400 -0.3119 -1.0386 -0.4689
C -1.93582 -4.50617 1.51880 -0.3963 0.6361 0.2621
C -1.28462 -5.68057 1.74860 0.3789 0.1386 -0.1082
C -2.09692 -6.70577 2.27920 -0.2302 -0.1894 0.0868
C -3.38322 -6.31147 2.45400 -0.3422 0.3504 -0.0338
S -3.59962 -4.66887 1.96860 0.3405 -0.2367 0.0246
H -0.23732 -5.80017 1.54220 0.2661 -0.0160 -0.0523
H -1.73842 -7.69467 2.51810 0.0397 -0.1170 0.0277
H -4.21962 -6.86977 2.82950 -0.0955 -0.1931 0.0905
```
Forces are in eV/Å.

Calculated values
HOMO level (spin up / spin down): -0.8 / -0.8 eV
HOMO-LUMO gap (spin up / spin down): 4.740 / 4.733 eV
Charge: -2


# 3
# CH5N3OS

A single CH5N3OS molecule (ωB97M-V/def2-TZVPD, the Open Molecules 2025 dataset).

XYZ file:
```
11
Properties=species:S:1:pos:R:3:forces:R:3
H -0.61628 -2.29538 -1.07234 0.3159 1.0213 1.3442
N -0.71261 -1.60536 -0.28130 -0.8952 -0.5139 -0.8460
C 0.11425 -0.64099 -0.27299 0.4542 -0.0334 -0.6882
N 1.31637 -0.70680 -0.93585 0.3423 0.6133 0.0140
O 2.21732 0.37558 -1.04415 0.0188 -1.8527 1.5554
N -0.05786 0.55263 0.39324 -0.4847 -0.8836 -0.7490
S -1.51472 0.95677 1.08968 -0.3919 -0.1616 0.4670
H 1.50311 -1.55780 -1.42369 0.6546 -0.0360 -0.3326
H 1.92486 0.89317 -1.76320 -0.6987 0.9824 -1.4879
H 0.77629 0.95303 0.72094 0.9711 0.7078 0.5551
H -1.59781 -0.14329 1.86196 -0.2865 0.1564 0.1681
```
Forces are in eV/Å.

Calculated values
HOMO level: -9.1 eV
SMILES string: [H]/N=C(\NO)NS
HOMO-LUMO gap: 9.719 eV
Charge: 0
Energy relative to the best compared isomer or geometry (same formula, charge and spin): 39.7 kcal/mol


| no. | E (Ha) |
| --- | --- |
| 1 | -365.117316 |
| 2 | -12156.740220 |
| 3 | -678.712657 |